Entry from the OMol25 dataset: one molecule with the formula C4H6ClN (ωB97M-V/def2-TZVPD).

The geometry in XYZ format:
```
12
Properties=species:S:1:pos:R:3:forces:R:3
C -1.290 -0.381 0.314 0.292 0.286 -1.095
C -0.005 -0.454 0.953 -1.412 -0.194 -1.138
C -1.573 -0.103 -0.977 2.906 -0.166 0.525
C 1.264 0.917 -0.283 0.624 0.506 -1.518
N 1.105 -0.112 0.454 0.899 2.144 -1.603
Cl 2.977 -1.064 0.890 0.465 -0.533 0.210
H -1.960 -0.599 1.083 -1.899 -0.283 0.547
H 0.019 -0.846 1.882 0.062 -1.352 3.042
H -2.539 -0.060 -1.433 -0.216 -0.036 -0.067
H -0.594 0.012 -1.566 -1.964 0.054 0.209
H 2.017 0.916 -1.078 0.040 0.015 0.581
H 0.579 1.775 -0.239 0.202 -0.441 0.308
```
Positions in Å, forces in eV/Å.

Calculated values
E_LUMO (alpha / beta) = -0.97 / -0.80 eV
molar mass = 103.552 g mol⁻¹
calculated total energy = -670.80574 a.u.
total charge = 0
ΔE to the lowest compared entry with this formula, charge and spin = 375.1 kJ/mol